(1)
Computed, not measured: 13 unconnected molecules or ions with the total composition C39H58O39, with ωB97M-V with the def2-TZVPD basis set.

Structure (ORCA input):
```
! wB97M-V def2-TZVPD RIJCOSX def2/J DEFGRID3
* xyz 0 1
C -15.19372 15.72215 21.58110
C -14.19870 15.44509 22.64279
O -15.01509 14.93709 23.67416
C -16.25898 14.67283 23.25775
O -17.10163 14.10133 23.98261
O -16.38889 15.05663 22.01485
H -14.79547 15.18141 20.72255
H -15.47646 16.73908 21.30907
H -13.61453 16.31201 22.95152
H -13.56198 14.67109 22.21430
C -18.72371 8.19358 17.37846
C -18.58298 8.33374 15.87290
O -17.26354 7.81603 15.55667
C -16.80891 7.13922 16.60492
O -15.80918 6.41326 16.53109
O -17.53405 7.45016 17.70304
H -19.64818 7.68548 17.65284
H -18.68424 9.11073 17.96615
H -18.84851 9.33744 15.54096
H -19.38121 7.89004 15.27787
C -15.63994 10.67183 22.22888
C -15.54278 11.01732 23.70561
O -14.34370 11.71860 23.94044
C -13.56243 11.35630 22.90964
O -12.39369 11.58709 22.89148
O -14.28858 10.70857 21.93848
H -16.13616 11.45466 21.65525
H -15.99079 9.64293 22.14909
H -15.44536 10.00585 24.09998
H -16.32115 11.48715 24.30687
C -16.32762 6.06767 23.43633
C -14.87563 5.69957 23.09737
O -14.75743 6.40081 21.80241
C -15.83087 7.13731 21.57834
O -15.91602 7.86550 20.58638
O -16.73983 7.06138 22.51351
H -16.27604 6.45637 24.45336
H -16.90841 5.14594 23.40168
H -14.65467 4.63329 23.04911
H -14.20423 6.06273 23.87548
C -12.87688 5.67316 17.83679
C -12.81551 7.13701 17.62206
O -11.45887 7.41681 17.50233
C -10.76349 6.26196 17.32377
O -9.56658 6.20401 17.12577
O -11.57898 5.26174 17.43063
H -13.61249 5.25026 17.15259
H -12.99401 5.38859 18.88245
H -13.22269 7.75998 18.41844
H -13.18614 7.54738 16.68274
C -15.47851 13.37595 14.39004
C -16.31557 14.39723 15.02853
O -17.61155 13.78335 14.91587
C -17.53018 12.51524 14.73963
O -18.42586 11.69347 14.75538
O -16.21681 12.21974 14.61421
H -14.61205 13.14424 15.00943
H -15.20690 13.59296 13.35697
H -16.22159 15.35820 14.52276
H -15.87577 14.57318 16.01022
C -15.98538 19.61955 19.30450
C -16.77852 20.47780 18.34094
O -17.44742 19.54175 17.51144
C -16.81128 18.36924 17.61519
O -16.90914 17.40076 16.83931
O -15.98892 18.34393 18.72784
H -16.40437 19.71665 20.30607
H -14.95810 19.98333 19.32577
H -16.14574 21.11160 17.71965
H -17.41358 21.10346 18.96811
C -13.39902 9.68528 13.15942
C -13.82647 8.87807 14.31072
O -12.87035 7.92430 14.30272
C -12.63802 7.66345 12.93926
O -11.99772 6.63949 12.55649
O -13.07822 8.62128 12.19809
H -12.54518 10.35681 13.24943
H -14.28209 10.21177 12.79733
H -14.86596 8.55310 14.26658
H -13.84974 9.58309 15.14169
C -20.89703 12.49323 16.99106
C -21.52070 13.82602 16.59001
O -21.77527 13.58735 15.24416
C -21.89897 12.29565 14.92914
O -22.33708 11.78578 13.85955
O -21.48414 11.60791 16.00124
H -21.21056 12.14513 17.97525
H -19.80846 12.53492 16.95396
H -20.77059 14.60870 16.70332
H -22.40041 14.22973 17.09125
C -20.28539 16.23272 22.46790
C -19.42401 16.61830 21.32109
O -19.88785 15.91372 20.25291
C -20.55680 14.82262 20.67931
O -20.90965 13.81098 20.02459
O -20.74536 14.95426 22.02214
H -21.11117 16.87923 22.76489
H -19.59820 16.27982 23.31267
H -18.38341 16.33905 21.48622
H -19.61140 17.67923 21.15555
C -20.19740 17.50061 17.21443
O -21.49790 17.76462 16.66430
C -21.99168 18.96901 16.77331
O -21.56012 19.84246 17.58020
O -23.00028 19.03570 15.93003
C -23.79061 20.23516 15.97098
H -19.47727 18.28415 16.97866
H -19.93186 16.55949 16.73289
H -20.36532 17.41357 18.28789
H -23.12513 21.07039 16.18919
H -24.46021 20.08829 16.81842
H -24.47746 20.32715 15.12962
C -17.69801 14.26625 18.43857
O -17.34941 13.00205 17.90088
C -16.42533 12.20134 18.36949
O -15.65412 12.54145 19.21820
O -16.34052 11.13154 17.59406
C -15.30385 10.19659 17.84557
H -17.77054 14.27384 19.52613
H -18.59056 14.66581 17.95710
H -17.07517 15.03079 17.97418
H -14.26672 10.53167 17.85900
H -15.35919 9.35078 17.16026
H -15.56214 9.80853 18.83085
C -12.21287 12.58111 18.43771
O -11.24855 12.32412 17.43879
C -11.39466 11.18462 16.74821
O -12.22624 10.31765 16.88158
O -10.30116 11.18136 15.84792
C -9.99895 9.96833 15.18463
H -11.74443 13.21202 19.19311
H -12.50787 11.65223 18.92583
H -13.19039 13.02953 18.26031
H -8.98953 9.99633 14.77428
H -10.76444 9.82696 14.42165
H -9.96532 9.13601 15.88763
*
```

Computed properties:
Energy relative to the best compared isomer or geometry (same formula, charge and spin) ... 93.7 kcal/mol
E ... -121231.423 eV
Largest force on an atom ... 7.13 eV/Å
Lowest unoccupied orbital energy ... -0.01519 hartree
HOMO-LUMO gap ... 9.65 eV

(2)
Computed, not measured: 3 unconnected molecules or ions with the total composition C5H11NO, with ωB97M-V with the def2-TZVPD basis set.

Structure (ORCA input):
```
! wB97M-V def2-TZVPD RIJCOSX def2/J DEFGRID3
* xyz 0 1
C -0.04606 0.43274 -0.80390
C -2.40156 0.76412 -0.37228
C -0.09867 -0.05584 1.49069
N 0.01005 0.88562 0.39670
C 2.37889 0.25884 -0.39011
C 2.74087 -1.00692 -0.38931
O -2.95471 -0.31320 0.26352
H -2.93401 -1.08641 -0.31185
H -0.12829 -0.63068 -1.05288
H 0.03884 1.12807 -1.63070
H -2.50094 1.67507 0.19896
H -2.53260 0.82955 -1.45042
H 3.03278 1.11398 -0.54515
H 0.72324 0.13095 2.17997
H -1.03578 0.14667 2.01494
H -0.08497 -1.10618 1.17764
H 3.76693 -1.35084 -0.56058
H 2.02599 -1.81555 -0.21523
*
```

Computed properties:
Energy relative to the best compared isomer or geometry (same formula, charge and spin) ... 182.1 kcal/mol
E ... -8893.802 eV
Largest force on an atom ... 1.45 eV/Å
Lowest unoccupied orbital energy (alpha / beta) ... 0.01738 / 0.02806 hartree
HOMO-LUMO gap (alpha / beta) ... 7.24 / 8.68 eV